No. 1
# C16H47NO19P5

5 unconnected molecules or ions with the total composition C16H47NO19P5 (wB97M-V/def2-TZVPD, the Open Molecules 2025 dataset).

**Total charge**: +1
**Highest occupied orbital energy**: -10.98 eV
**Max |F|**: 8.80 eV Å⁻¹

Last column: Löwdin charge in e.
CARTESIAN COORDINATES (ANGSTROEM)
C 2.014 1.079 -2.088  -0.094
H 2.949 4.352 -2.346  0.118
H 6.110 -5.847 -3.545  0.090
H 0.816 4.687 -1.186  0.143
O 0.212 2.718 -1.446  -0.131
H 7.002 -0.194 -3.531  0.085
O 3.906 1.436 0.274  -0.197
O 0.106 -4.674 -5.535  -0.259
C 10.237 -2.600 -1.998  -0.119
H 0.734 1.126 -0.245  0.133
O 9.372 -3.531 -2.664  -0.228
H -7.906 1.987 10.004  0.089
O -1.951 0.612 1.559  -0.251
H -1.905 1.988 0.049  0.066
O -7.589 2.437 8.035  -0.234
H -8.232 6.802 7.695  0.089
C -4.986 3.023 5.492  -0.135
H 0.456 -5.736 -3.306  0.083
C -8.066 2.824 9.326  -0.106
C -2.600 -2.939 2.344  -0.116
P 4.243 2.430 -0.960  0.915
H -5.514 3.203 4.554  0.077
O -3.934 0.855 2.879  -0.267
H 3.449 2.082 -3.131  0.155
O -7.988 3.367 5.651  -0.256
H -3.671 -3.024 2.158  0.081
H 2.505 0.247 -1.576  0.127
H 10.643 -1.880 -2.710  0.084
H -7.862 6.163 6.083  0.085
H -0.871 -4.037 -7.263  0.086
H -1.900 -4.890 -6.078  0.082
H 5.618 -4.499 -4.577  0.091
O 6.485 -2.208 -3.541  -0.261
H -4.201 2.288 5.324  0.083
H 11.055 -3.161 -1.554  0.089
H 5.305 -0.576 -3.179  0.069
H -5.655 -0.330 2.903  0.087
O -7.969 4.767 7.626  -0.261
H 6.542 -0.873 -1.943  0.079
H 5.633 -4.317 -2.804  0.077
C 1.346 -5.116 -3.241  -0.102
H 1.668 3.573 -3.385  0.152
H -2.389 2.634 1.622  0.093
H -9.134 3.032 9.278  0.091
H -1.645 -0.280 -3.542  0.074
C -5.141 0.404 3.525  -0.101
N 2.928 2.254 -2.264  -0.199
C 1.228 3.682 -1.273  -0.177
O 5.604 1.967 -1.702  -0.208
H 1.747 0.683 -3.072  0.139
C -0.911 -4.850 -6.536  -0.106
O 8.673 -2.211 -4.573  -0.246
O 7.506 -4.368 -3.740  -0.229
H -5.794 1.259 3.666  0.076
C -1.472 -1.118 -4.216  -0.134
O -5.885 2.500 6.475  -0.233
C 0.689 1.390 -1.312  -0.151
O -2.150 -0.392 3.936  -0.251
H 9.701 -2.074 -1.207  0.077
H -7.536 3.690 9.714  0.080
H -3.530 1.659 0.661  0.085
O 1.061 -3.738 -3.501  -0.241
P 0.006 -3.259 -4.629  0.632
O -0.398 -1.907 -3.698  -0.274
H -0.723 -5.790 -7.047  0.091
C 6.336 -0.889 -3.015  -0.143
H -6.578 6.293 7.318  0.081
O 0.692 -2.420 -5.680  -0.273
P -7.158 3.496 6.892  0.584
H -4.530 3.952 5.839  0.084
P -2.789 -0.328 2.586  0.581
H 1.747 -5.190 -2.232  0.088
C -7.634 6.078 7.147  -0.110
C 2.213 3.550 -2.441  -0.125
C -2.488 1.784 0.947  -0.106
H -0.087 0.750 -1.739  0.126
H 2.100 -5.475 -3.941  0.091
H -2.085 -3.724 1.795  0.086
H -4.911 -0.029 4.500  0.095
H 1.704 3.467 -0.297  0.115
H 3.295 1.944 0.832  0.074
P 8.026 -2.876 -3.398  0.586
C 6.137 -4.765 -3.657  -0.111
H -2.381 -1.717 -4.279  0.083
H -2.400 -3.060 3.409  0.086
O -2.102 -1.674 1.880  -0.243
H 6.073 2.779 -1.948  0.083
H -1.221 -0.726 -5.203  0.082


No. 2
# C16H48AlO28S3Y

A molecular structure, C16H48AlO28S3Y (wB97M-V/def2-TZVPD, the Open Molecules 2025 dataset).

**Relative energy (zero: lowest compared OMol25 entry of this formula, charge and spin)**: 1796.7 kJ/mol
**Total charge**: 0
**Highest occupied orbital energy**: -7.82 eV
**Max |F|**: 5.85 eV Å⁻¹

Last column: Löwdin charge in e.
CARTESIAN COORDINATES (ANGSTROEM)
H 5.841 11.048 -18.327  0.133
O -0.634 11.756 -17.542  -0.396
H 1.205 17.174 -17.379  0.093
C -3.994 6.851 -22.828  -0.209
H 2.912 5.469 -14.091  0.114
H 3.446 5.972 -15.920  0.084
C 1.912 7.447 -13.760  -0.190
C -5.157 7.065 -14.750  -0.297
H 5.342 10.495 -21.168  0.091
C -4.471 6.711 -13.462  -0.229
H 1.862 9.401 -13.739  0.077
H 2.857 14.139 -15.833  0.129
H 1.230 7.581 -14.599  0.113
O -0.610 2.772 -18.194  -0.051
O -2.576 6.947 -22.632  -0.079
H -4.138 12.888 -13.363  0.123
H -2.897 7.116 -14.542  0.069
H -1.262 11.169 -14.201  0.052
H -4.192 6.452 -20.668  0.119
O -7.609 11.298 -18.308  -0.086
O -4.823 8.397 -21.210  -0.052
H -3.294 11.850 -14.556  0.121
C -8.907 10.720 -18.218  -0.227
C 0.689 4.679 -18.918  -0.206
O -3.144 6.475 -13.872  -0.100
O 4.659 10.310 -20.519  -0.106
O 1.987 17.201 -16.822  -0.052
H 6.222 9.012 -19.975  0.130
H -10.723 10.624 -19.466  0.119
H -5.614 6.512 -21.314  0.107
H -2.440 11.381 -12.171  0.105
H 3.647 9.642 -17.382  0.113
O 1.415 3.597 -19.495  -0.091
C 3.141 6.527 -14.214  -0.271
H 0.175 2.521 -18.685  0.049
O -5.150 8.431 -14.942  -0.025
H 0.564 3.932 -16.769  0.106
C 3.014 15.131 -16.257  -0.214
H -1.757 13.071 -12.111  0.119
O -0.410 10.012 -18.899  -0.427
H -8.733 9.651 -18.095  0.123
H -0.081 5.020 -19.609  0.116
O -0.465 14.783 -20.334  -0.372
H 3.999 15.576 -16.124  0.125
O 2.525 8.728 -13.566  -0.081
O -2.693 10.918 -18.593  -0.390
H -4.358 7.526 -12.747  0.121
H -4.669 5.755 -12.976  0.123
O -2.434 15.928 -20.431  -0.235
S -0.599 11.569 -24.071  0.167
Y 1.744 12.184 -19.900  2.117
C -9.742 11.098 -19.446  -0.252
O -2.745 13.665 -14.503  -0.040
O -0.182 10.599 -25.072  -0.223
H -9.403 11.230 -17.392  0.116
H -10.041 12.140 -19.335  0.110
O 3.966 10.309 -17.993  -0.086
H -6.113 6.545 -14.687  0.114
H -2.147 13.358 -15.188  0.093
C 0.002 3.970 -17.703  -0.235
C -3.174 12.622 -13.796  -0.302
H -0.760 4.682 -17.386  0.109
H -7.059 10.736 -17.758  0.084
H 3.122 15.746 -18.029  0.074
H -4.065 8.664 -20.685  0.089
O -0.408 17.130 -19.868  -0.267
O -9.075 10.947 -20.683  -0.069
Al -5.190 12.932 -21.353  0.990
H 4.620 8.498 -19.612  0.126
C -4.673 7.047 -21.444  -0.282
C 2.009 16.171 -15.889  -0.261
C 5.273 10.118 -18.287  -0.263
H 2.150 16.629 -14.910  0.124
S -1.049 16.059 -20.636  0.128
C 5.266 9.376 -19.600  -0.195
O -0.774 12.889 -24.716  -0.181
H 1.736 3.850 -20.363  0.097
O 0.341 11.553 -23.026  -0.385
O 3.495 6.833 -15.497  -0.066
H 1.406 7.005 -12.901  0.109
H 0.957 15.907 -15.779  0.130
H 5.471 9.513 -17.402  0.140
H 1.285 5.580 -18.776  0.108
O -0.975 11.641 -13.415  -0.106
O 2.955 14.878 -17.656  -0.119
H -4.187 5.854 -23.225  0.110
H 4.017 6.700 -13.589  0.113
H -9.660 10.525 -21.316  0.084
O -0.787 16.300 -22.053  -0.183
O -1.666 9.807 -16.727  -0.360
O -1.921 11.192 -23.533  -0.252
H -4.325 7.578 -23.570  0.116
S -1.415 10.595 -17.929  0.184
H -4.287 8.692 -15.272  0.086
H -2.280 7.860 -22.671  0.076
H -4.788 6.442 -15.565  0.128
C -2.108 12.251 -12.738  -0.184


No. 3
# C16H48BF4O8S8Y

A molecular structure, C16H48BF4O8S8Y (wB97M-V/def2-TZVPD, the Open Molecules 2025 dataset).

**Relative energy (zero: lowest compared OMol25 entry of this formula, charge and spin)**: 138.9 kJ/mol
**Total charge**: +2
**Highest occupied orbital energy**: -13.68 eV
**Max |F|**: 2.08 eV Å⁻¹

Last column: Löwdin charge in e.
CARTESIAN COORDINATES (ANGSTROEM)
H -2.334 -3.404 -3.852  0.073
H 1.721 -1.401 4.004  0.033
S -1.432 1.244 2.899  0.911
S -3.418 -0.876 0.194  0.901
H 1.906 -4.027 1.359  0.068
H -0.780 0.175 5.082  0.070
H 5.455 -0.934 -1.517  0.069
H -4.855 -2.744 0.124  0.071
F 0.724 2.368 0.791  0.033
S 3.080 -0.505 2.235  0.942
S -2.312 3.057 -0.813  0.946
O 0.352 1.590 -2.025  -0.650
H -2.518 1.789 -2.874  0.037
H -2.961 -2.518 -2.435  0.029
C 0.767 3.971 -3.265  -0.225
C -2.293 -2.468 -3.290  -0.222
C -3.199 2.296 -2.184  -0.232
H 0.106 -2.571 3.051  0.050
H -0.917 -4.048 2.833  0.074
C -0.588 2.691 3.583  -0.182
H -4.345 4.159 -0.076  0.071
S 0.332 2.200 -3.408  0.937
O 0.420 -1.910 0.352  -0.640
H 1.467 -4.549 -0.284  0.045
Y 0.215 0.357 -0.060  1.471
C 1.865 1.723 -4.248  -0.228
H 2.206 -3.042 -1.947  0.028
C -1.637 0.296 4.409  -0.224
C 2.332 -0.503 3.901  -0.219
F 2.631 1.879 -0.133  0.087
H 3.973 -3.172 -1.988  0.072
H 4.369 -0.490 -0.087  0.017
S -0.244 -3.216 0.700  0.901
C 3.134 -2.609 -1.580  -0.220
H -3.218 -3.351 -0.225  0.046
H -3.276 3.490 1.210  0.045
S -0.630 -2.159 -2.688  0.880
H 2.171 2.379 -5.063  0.071
O -0.604 -0.840 -1.960  -0.616
H 0.082 4.593 -2.686  0.057
H -3.823 1.478 -1.818  0.042
H -0.351 -1.704 -5.029  0.061
H 1.267 -1.646 -4.241  0.031
S 3.128 -0.871 -2.148  0.918
F 1.641 3.911 -0.632  0.139
O 1.907 -0.239 -1.560  -0.634
H -4.345 2.369 0.302  0.040
O 2.000 -0.175 1.242  -0.646
H -1.342 3.258 4.134  0.071
O -0.377 0.470 2.126  -0.623
H 3.208 -2.591 -0.495  0.048
H 0.165 2.270 4.241  0.057
H 1.738 4.111 -2.793  0.059
H -3.698 -2.889 1.416  0.051
O -1.920 -0.695 0.372  -0.647
H 1.617 0.307 4.012  0.035
H 0.735 4.387 -4.274  0.063
B 1.917 2.983 0.370  -1.279
H 2.701 1.678 -3.552  0.055
H 4.858 0.922 3.056  0.071
H -5.309 -0.537 1.509  0.076
C -0.647 -3.066 2.441  -0.217
O -1.508 1.912 -0.251  -0.646
H -3.984 0.668 1.844  0.017
H -3.950 -1.008 2.529  0.060
H 3.323 1.739 3.035  0.062
H -0.238 3.329 2.777  0.062
C -4.247 -0.371 1.695  -0.239
F 2.554 3.620 1.424  0.158
H -3.791 2.968 -2.806  0.073
C 1.099 -4.416 0.727  -0.215
H -2.690 -1.736 -3.999  0.074
H 4.211 1.460 1.470  0.049
H 0.489 -3.167 -4.554  0.067
C 0.295 -2.132 -4.261  -0.209
H -1.508 -2.415 2.597  0.026
C -3.783 3.294 0.263  -0.199
H 0.890 -5.349 1.253  0.073
H 4.735 0.677 -1.301  0.061
C 3.961 1.080 2.453  -0.196
H -2.423 0.753 5.009  0.071
C 4.587 -0.394 -1.148  -0.203
H 3.065 -0.516 4.706  0.074
H -1.788 -0.748 4.134  0.040
H 1.675 0.740 -4.676  0.034
C -3.792 -2.638 0.357  -0.238


LUMO / eV: -3.8 -5.3 -4.0
E / Ha: -3828.5967 -4219.6802 -4888.2548